1.
ORCA calculation (ωB97M-V with the def2-TZVPD basis set) on a structure of composition C50H56BrN6O3PSiV at a distorted geometry.

Multiplicity ... 3
Net charge ... -1
HOMO level (alpha / beta) ... -4.37 / -4.51 eV
Gap between HOMO and LUMO (alpha / beta) ... 6.2 / 6.3 eV

```
119
Properties=species:S:1:pos:R:3:forces:R:3
V -0.05700 -0.02925 0.41098 1.37 -0.10 -0.06
C 0.67941 4.38809 2.14466 0.02 -0.04 0.14
C 0.75611 4.23147 3.52319 -0.01 0.11 -0.12
C 0.48471 2.99562 4.05545 0.00 -0.28 -0.05
C 0.15544 1.91338 3.21253 0.06 0.86 -0.30
N 0.11554 2.06698 1.87769 -0.20 -0.37 0.25
C 0.35831 3.28047 1.38384 -0.05 0.18 -0.07
N -0.15987 0.76103 3.87790 -0.02 -0.72 0.18
C -0.62308 -0.33037 3.37936 0.05 0.77 0.16
N -0.97656 -0.67681 2.09442 -0.27 -0.48 0.55
C -1.60724 -1.88734 2.15550 -0.45 -0.02 -0.52
N -2.21516 -2.55411 1.23152 0.21 -0.17 0.58
C -2.19590 -2.23583 -0.08971 -0.12 0.20 -0.72
C -2.96717 -3.08788 -0.91007 0.02 0.05 0.19
C -2.91251 -2.98495 -2.27402 0.07 0.13 -0.09
C -2.08716 -2.00932 -2.82350 -0.10 -0.06 0.02
C -1.42371 -1.16387 -1.96548 -0.07 0.11 -0.12
N -1.46816 -1.23388 -0.63473 -0.84 -0.99 0.08
C -1.61299 -2.39197 3.53685 0.24 0.23 0.62
C -2.08285 -3.55984 4.10706 -0.07 -0.03 -0.20
C -1.89713 -3.73075 5.47195 0.00 0.00 0.08
C -1.26533 -2.75329 6.24039 -0.04 -0.04 -0.01
C -0.80756 -1.57632 5.66398 0.04 0.14 0.01
C -0.98910 -1.41784 4.30354 -0.20 -0.60 -0.07
H 0.87212 5.33998 1.66949 -0.01 -0.02 -0.05
H 1.01366 5.06924 4.16023 -0.01 -0.03 0.04
H 0.51073 2.80662 5.11909 0.00 -0.01 0.00
H 0.29245 3.38045 0.31128 0.07 0.03 0.13
H -3.55888 -3.84343 -0.41345 0.00 0.02 0.03
H -3.48391 -3.64949 -2.91020 0.00 -0.03 0.03
H -1.97283 -1.90314 -3.89267 0.04 0.05 0.00
H -0.80533 -0.37370 -2.35787 -0.10 0.08 0.06
H -2.57464 -4.31072 3.50242 0.01 0.01 -0.02
H -2.24953 -4.63425 5.95417 0.01 -0.01 -0.02
H -1.13259 -2.91899 7.30237 0.00 0.01 0.00
H -0.32394 -0.80684 6.25147 0.02 0.01 -0.04
C 2.06193 1.07345 -4.35647 0.13 0.00 0.09
C 1.96066 0.04747 -3.23018 -0.26 -0.20 0.20
C 1.09097 -1.10776 -3.73523 0.14 -0.02 0.10
P 1.52588 0.71415 -1.49715 0.44 0.94 -0.81
C 3.23842 1.26144 -0.94017 -0.13 -0.07 0.17
C 4.29393 1.66306 -1.97339 -0.11 -0.12 -0.01
C 3.16243 2.33909 0.13871 -0.02 -0.08 -0.03
C 0.62772 2.28983 -1.82273 -0.12 -0.29 0.08
C 1.18046 3.38534 -2.49060 0.02 0.12 -0.01
C 0.47394 4.53593 -2.79340 0.13 0.03 -0.08
C 1.08218 5.66381 -3.58767 -0.08 -0.08 0.04
C -0.85303 4.59384 -2.36667 -0.03 -0.12 0.13
C -1.41476 3.56744 -1.64311 -0.01 0.04 -0.01
C -0.70526 2.37373 -1.34138 -0.08 0.24 -0.08
N -1.28236 1.38505 -0.57380 -0.14 0.33 -0.25
C -2.70709 1.32264 -0.64012 -0.31 0.13 -0.17
C -3.37985 1.18486 -1.87971 0.02 -0.01 0.01
C -2.73716 1.32445 -3.24534 0.07 -0.10 0.12
C -4.75856 0.99077 -1.91619 -0.01 -0.05 -0.08
C -5.54622 0.98007 -0.78230 -0.03 0.08 0.07
C -7.03641 0.77353 -0.83468 0.08 -0.04 0.02
C -4.90381 1.23526 0.41895 0.04 -0.09 -0.08
C -3.53025 1.42488 0.50795 0.11 0.04 -0.04
C -3.00271 1.86684 1.84125 0.08 -0.01 -0.04
H 2.28588 0.54825 -5.29023 0.00 0.00 0.00
H 2.85280 1.80283 -4.19457 -0.05 0.05 -0.02
H 1.12094 1.60921 -4.48813 0.00 0.01 -0.01
H 2.94362 -0.37769 -3.03305 0.04 -0.08 0.03
H 0.17561 -0.73667 -4.20262 -0.03 -0.01 0.01
H 0.82755 -1.80984 -2.94984 0.04 -0.07 0.02
H 1.64527 -1.66165 -4.49810 -0.02 0.04 -0.03
H 3.57820 0.34154 -0.46628 -0.01 -0.04 -0.02
H 4.07439 2.62643 -2.43641 0.04 0.00 -0.02
H 4.43784 0.91733 -2.75466 0.02 0.06 -0.01
H 5.24725 1.76888 -1.44902 0.01 0.01 0.00
H 2.75216 3.26994 -0.25864 0.00 0.03 0.03
H 4.16605 2.55193 0.52000 0.01 -0.03 -0.02
H 2.55045 1.99260 0.96629 -0.01 0.09 0.03
H 2.21847 3.33949 -2.79127 -0.01 -0.03 -0.06
H 2.16528 5.55788 -3.65778 0.00 0.02 0.01
H 0.85870 6.63167 -3.13342 0.05 0.01 -0.01
H 0.68184 5.68163 -4.60552 0.04 0.03 -0.01
H -1.44864 5.47439 -2.58954 0.00 0.01 0.05
H -2.42901 3.67355 -1.27963 -0.02 -0.04 0.00
H -1.66248 1.46340 -3.21282 0.00 -0.09 -0.08
H -3.16211 2.19872 -3.74572 0.07 0.03 0.01
H -2.96046 0.45308 -3.86012 -0.04 -0.06 -0.04
H -5.22426 0.85120 -2.88879 -0.01 0.04 0.00
H -7.43689 0.99985 -1.82349 0.01 -0.02 -0.01
H -7.53290 1.42008 -0.10923 -0.05 -0.03 -0.01
H -7.29932 -0.25926 -0.59199 -0.03 0.01 -0.01
H -5.49183 1.32083 1.32775 0.00 0.00 0.00
H -3.83141 2.04941 2.52634 0.01 0.01 -0.01
H -2.43258 2.78881 1.73434 0.08 0.03 0.03
H -2.35201 1.12263 2.28129 0.09 0.01 0.08
C 3.05794 0.27292 3.90571 -0.12 -0.16 -0.14
Si 2.72688 -0.72218 2.31628 0.89 -0.40 0.45
C 2.36216 -2.51476 2.84715 -0.09 0.32 -0.17
C 4.46172 -0.83071 1.52918 -0.21 0.09 -0.05
O 1.61783 -0.02721 1.40275 -0.19 0.16 0.01
H 3.95731 -0.10521 4.40192 0.00 -0.01 -0.03
H 2.22560 0.20397 4.60787 -0.02 0.03 0.03
H 3.21871 1.33140 3.68027 0.00 0.00 -0.03
H 3.15634 -2.88576 3.50111 0.03 0.06 0.01
H 2.30255 -3.17431 1.97834 0.03 0.00 0.05
H 1.41938 -2.60438 3.38653 -0.12 -0.01 0.06
H 5.10445 -1.46335 2.14923 -0.03 0.03 0.06
H 4.93583 0.15322 1.45813 0.00 0.02 0.02
H 4.42334 -1.26731 0.52995 0.00 -0.05 0.06
Br 1.60448 -8.57898 -1.73242 0.00 0.01 0.02
C 1.63299 -6.72646 -1.28368 -0.01 -0.05 -0.01
C 2.83856 -6.04646 -1.31421 0.00 -0.02 0.04
C 2.84701 -4.69264 -1.01504 0.02 0.02 0.01
C 1.67150 -4.03687 -0.67404 -0.25 0.09 -0.18
C 0.47740 -4.74703 -0.62857 0.07 -0.02 0.04
C 0.44831 -6.09773 -0.94326 -0.01 -0.04 0.04
C 1.66257 -2.52904 -0.45923 0.50 -0.46 0.29
O 2.65367 -1.91064 -0.87191 -0.38 0.26 -0.13
O 0.63634 -2.09974 0.14572 0.04 0.46 -0.32
H 3.75028 -6.56692 -1.57374 0.00 0.00 -0.01
H 3.76733 -4.12359 -1.04719 -0.03 0.02 -0.03
H -0.42815 -4.22682 -0.34300 0.01 -0.03 -0.03
H -0.48013 -6.65221 -0.92512 0.00 -0.01 0.00
```
Forces are in eV/Å.

Atomic partial charges in e from the Mulliken method, atoms 1 to 2:
1 V 0.2878
2 C -1.2596


2.
ORCA calculation (ωB97M-V with the def2-TZVPD basis set) on a structure of composition C50H57IrN4S at a distorted geometry.

HOMO level (alpha / beta) ... -5.21 / -5.19 eV
Gap between HOMO and LUMO (alpha / beta) ... 4.4 / 4.4 eV

```
113
Properties=species:S:1:pos:R:3:forces:R:3
Ir -0.06820 -0.38210 0.15050 -0.48 1.52 -1.22
C 1.32390 -0.53370 3.40910 0.38 0.10 -0.05
N 0.06000 -0.69610 2.70710 -0.19 0.12 -1.13
C -0.96670 0.09610 3.37710 -0.34 0.31 0.02
C -0.32260 -2.11330 2.75470 -0.09 -0.45 -0.31
C -1.55270 -2.34170 1.92530 -0.08 0.05 -0.03
C -2.53010 -3.23790 2.33610 0.07 0.10 0.06
C -3.68520 -3.40510 1.59390 -0.12 -0.14 0.04
C -3.86630 -2.65630 0.44520 0.00 -0.09 -0.02
C -2.87460 -1.78810 0.01790 0.14 0.19 -0.06
C -1.69770 -1.61550 0.73730 1.10 0.20 -0.32
H 1.26810 -0.96150 4.41810 -0.08 0.01 0.01
H 1.57270 0.51880 3.49960 0.01 0.11 -0.02
H 2.11650 -1.03970 2.86420 0.05 -0.08 -0.06
H -1.06310 -0.20330 4.42870 0.05 -0.04 0.02
H -1.92450 -0.05060 2.88330 0.02 0.02 0.00
H -0.71960 1.15370 3.33300 0.07 0.10 -0.05
H -0.49070 -2.43040 3.79700 0.06 0.10 -0.08
H 0.50880 -2.70450 2.35160 -0.01 0.15 0.09
H -2.38870 -3.80170 3.24900 0.01 -0.04 0.10
H -4.43500 -4.11350 1.91680 -0.09 0.00 0.02
H -4.77900 -2.74960 -0.12640 -0.07 -0.04 -0.08
H -3.03720 -1.24200 -0.89920 0.06 0.10 -0.13
C -0.38500 -3.40170 -1.76100 0.08 0.04 -0.09
C -0.58850 -2.87430 -3.17840 -0.15 0.06 0.22
C -1.93860 -2.17980 -3.34210 0.10 -0.14 -0.05
C 0.56550 -1.99410 -3.60570 -0.13 0.07 -0.04
C 1.40480 -2.52420 -4.57550 0.12 -0.02 -0.05
C 2.47290 -1.81610 -5.08850 0.00 -0.04 -0.01
C 2.71010 -0.54040 -4.62000 0.04 -0.08 -0.12
C 1.90900 0.03540 -3.64680 -0.26 -0.02 0.20
C 2.28500 1.42630 -3.18100 0.06 0.14 0.10
C 3.71570 1.43210 -2.63030 -0.24 -0.05 -0.03
C 2.16580 2.45380 -4.30950 -0.10 -0.04 0.23
C 0.81080 -0.68930 -3.12200 0.77 -0.58 -0.44
N 0.02200 -0.08420 -2.13690 -0.14 -0.79 4.05
C -0.66490 1.01160 -2.43740 -0.98 1.72 1.09
C -1.18310 1.90170 -1.43270 0.33 -1.17 -1.70
N -1.10610 1.62980 -0.13660 2.06 -2.51 0.73
C -1.66880 2.48930 0.81940 -0.40 0.22 0.72
C -3.01890 2.37760 1.20120 0.28 -0.13 -0.25
C -3.49130 3.16080 2.24290 -0.02 0.04 0.12
C -2.67150 4.05070 2.90670 -0.04 0.04 0.03
C -1.36440 4.20770 2.48700 -0.03 0.07 -0.02
C -0.85580 3.45730 1.44050 0.04 -0.17 -0.32
C 0.57240 3.65960 0.99040 0.16 -0.05 0.06
C 1.46630 2.74680 1.83090 -0.14 0.04 -0.22
C 1.04220 5.11070 1.07030 -0.05 -0.21 -0.01
C -3.97750 1.47340 0.46670 -0.14 -0.11 -0.02
C -4.82040 0.62140 1.41730 0.18 0.06 -0.10
C -4.88630 2.30460 -0.44500 0.19 -0.13 -0.02
C -1.72510 3.07140 -2.10440 -0.43 0.55 -0.25
C -2.21300 4.29860 -1.71120 0.35 -0.61 0.19
C -2.62630 5.20500 -2.70160 -0.21 0.38 -0.56
C -2.59260 4.91640 -4.04560 -0.06 0.16 0.20
C -2.09340 3.66800 -4.48860 0.29 -0.43 0.57
C -1.98400 3.19510 -5.81690 0.06 -0.10 -0.25
C -1.44540 1.95420 -6.05990 -0.17 0.42 -0.37
C -0.94620 1.11890 -5.04460 -0.03 -0.08 0.64
C -1.03240 1.54810 -3.73960 -0.20 0.06 -0.55
C -1.64340 2.80110 -3.49340 -0.16 0.38 -0.31
H -1.21340 -4.04060 -1.46900 -0.16 -0.14 0.09
H -0.32100 -2.57810 -1.04970 -0.09 -0.21 -0.14
H 0.53920 -3.97210 -1.70330 0.12 -0.12 0.03
H -0.59280 -3.74610 -3.84620 0.07 0.16 0.02
H -1.96140 -1.25330 -2.78240 -0.11 0.13 0.07
H -2.73030 -2.83100 -2.97580 -0.13 -0.03 0.01
H -2.12800 -1.95400 -4.39000 -0.05 0.05 -0.10
H 1.20220 -3.52200 -4.94050 -0.03 -0.07 -0.03
H 3.10690 -2.25580 -5.84510 0.05 -0.01 -0.07
H 3.54070 0.02090 -5.02150 0.10 0.09 -0.04
H 1.61420 1.73460 -2.37440 0.04 -0.11 -0.03
H 4.44150 1.30500 -3.43070 0.12 0.00 -0.07
H 3.85110 0.62630 -1.91550 0.05 -0.08 0.03
H 3.92140 2.37560 -2.13000 0.08 0.17 0.07
H 2.84970 2.21940 -5.11980 0.15 -0.03 -0.16
H 2.40960 3.44410 -3.93260 0.06 0.18 0.02
H 1.15830 2.47910 -4.71030 -0.05 0.07 -0.07
H -4.52420 3.06900 2.54030 -0.15 -0.01 0.05
H -3.05110 4.63640 3.73130 -0.05 0.06 0.05
H -0.73620 4.93880 2.96990 0.09 0.10 0.09
H 0.64840 3.34770 -0.05610 -0.03 -0.05 0.09
H 1.35550 2.97920 2.88920 0.00 0.04 0.15
H 2.51420 2.86380 1.56520 0.23 0.03 -0.06
H 1.16230 1.71370 1.65900 0.03 -0.08 0.07
H 1.14040 5.45420 2.09850 -0.02 0.05 0.10
H 0.35110 5.76600 0.54650 -0.03 0.14 -0.05
H 2.02370 5.19530 0.60900 0.11 0.07 -0.08
H -3.39010 0.79670 -0.15610 0.00 0.06 0.05
H -5.54430 1.22140 1.96640 -0.06 0.07 0.06
H -4.18560 0.10260 2.13220 0.01 -0.13 0.10
H -5.36880 -0.12650 0.85040 -0.09 -0.09 -0.03
H -5.44440 3.03870 0.13410 -0.10 0.06 0.08
H -5.59390 1.65590 -0.95800 -0.10 -0.04 -0.07
H -4.29960 2.83650 -1.19000 -0.05 0.04 -0.08
H -2.27750 4.58210 -0.66990 -0.05 -0.01 0.04
H -2.99920 6.16950 -2.38330 -0.03 0.06 -0.02
H -2.93270 5.64340 -4.76790 -0.07 0.10 -0.07
H -2.32430 3.81410 -6.63610 -0.03 0.01 -0.08
H -1.37850 1.60740 -7.08100 0.00 -0.02 -0.11
H -0.50120 0.17190 -5.30580 0.08 -0.13 -0.03
S 2.05810 -1.94520 0.13260 -1.12 0.17 -0.16
C 3.54880 -1.14510 0.23540 -0.33 -1.29 -0.27
N 4.65750 -1.91570 -0.03980 0.42 1.20 0.22
C 5.92850 -1.40820 -0.02560 -0.66 -0.19 0.05
C 6.13960 -0.10720 0.31420 0.21 -0.02 -0.01
C 5.04370 0.70710 0.64420 -1.07 -0.88 -0.15
C 3.76020 0.18090 0.58560 1.21 1.28 0.33
H 4.48800 -2.87970 -0.28350 -0.03 -0.09 -0.08
H 6.72130 -2.09080 -0.28900 -0.01 -0.05 -0.01
H 7.13890 0.29270 0.32320 0.14 -0.05 -0.01
H 5.19960 1.73320 0.92660 -0.02 0.22 0.04
H 2.90010 0.79210 0.79400 -0.16 0.02 0.03
```
Forces are in eV/Å.

Atomic partial charges in e from the Mulliken method, atoms 1 to 2:
1 Ir 1.6639
2 C -1.0316


no.,DFT total energy (eV)
1,-180748.4574
2,-72409.3489